Computed, not measured: a molecular structure, C20H59Ag2B2N2O9 at a distorted geometry, with ωB97M-V/def2-TZVPD.

## Properties
- Total charge: -1
- Highest occupied orbital energy (alpha / beta): -4.6 / -4.3 eV
- Electronic energy: -52444.364 eV
- HOMO-LUMO gap (alpha / beta): 6.940 / 5.223 eV
- LUMO energy (alpha / beta): 2.31 / 0.93 eV
- Spin multiplicity: 3

Element x y z (Å)
Ag (2.7485, -1.0101, -3.9780)
Ag (0.3938, 1.7345, -4.2161)
C (5.2072, -0.2508, -1.0719)
C (5.4563, -1.3904, -2.0514)
O (4.3266, -1.8980, -2.6357)
H (4.8040, 0.6037, -1.6095)
H (6.1720, 0.0848, -0.6702)
H (4.6197, -0.6031, -0.2267)
H (5.8853, -2.2627, -1.5279)
H (6.1768, -1.0417, -2.8124)
C (1.5484, -0.2810, -0.4836)
C (1.9366, 0.9374, -1.3152)
O (1.9049, 0.7044, -2.6673)
H (2.1327, -1.1720, -0.7164)
H (0.4903, -0.5218, -0.5816)
H (1.7061, -0.0251, 0.5753)
H (2.9721, 1.1849, -0.9980)
H (1.3086, 1.7914, -0.9944)
C (-0.6216, -3.5587, -0.4901)
C (-2.1233, -3.4460, -0.7959)
O (-2.4122, -3.0967, -2.0615)
H (-0.4948, -3.6518, 0.5953)
H (-0.1058, -2.6509, -0.7990)
H (-0.1558, -4.4186, -0.9650)
H (-2.6254, -2.8536, -0.0126)
H (-2.5042, -4.4871, -0.7101)
B (-1.3017, 0.0718, -3.4818)
H (-0.4973, -0.1830, -4.3445)
H (-2.4186, -0.1713, -3.8900)
H (-1.0407, -0.6268, -2.5382)
H (-1.2635, 1.2172, -3.1350)
B (0.9102, -2.6077, -3.7902)
H (0.2312, -3.5683, -3.5204)
H (0.8737, -1.8018, -2.8938)
H (2.0422, -3.0673, -3.8255)
H (0.4928, -2.1358, -4.8261)
C (-6.6149, 3.1115, -2.6711)
O (-5.2374, 3.3380, -2.4776)
C (-4.9249, 4.6691, -2.1239)
C (-3.3956, 4.7566, -2.0244)
N (-2.7777, 3.6407, -1.3391)
C (-2.9637, 3.7128, 0.1191)
C (-2.3654, 2.5822, 0.9459)
O (-2.9786, 1.3295, 0.8110)
C (-2.4863, 0.5315, -0.2570)
H (-6.7080, 2.0388, -2.8246)
H (-6.9824, 3.6507, -3.5511)
H (-7.1882, 3.4120, -1.7858)
H (-5.3637, 4.8454, -1.1300)
H (-5.3228, 5.3650, -2.8700)
H (-3.1576, 5.6889, -1.5041)
H (-3.0146, 4.8504, -3.0458)
H (-3.1841, 2.7666, -1.6588)
H (-4.0337, 3.7810, 0.3487)
H (-2.4343, 4.6077, 0.4660)
H (-2.5697, 2.8751, 1.9831)
H (-1.2726, 2.5517, 0.8446)
H (-3.0934, -0.3706, -0.3313)
H (-1.4601, 0.1840, -0.1125)
H (-2.5256, 1.0194, -1.2277)
C (-0.9381, -1.0865, 3.2070)
O (0.3326, -1.1674, 2.6304)
C (1.0275, -2.3533, 2.9191)
C (1.5749, -2.3912, 4.3504)
N (0.8133, -3.1931, 5.2615)
C (1.1618, -3.0845, 6.6500)
C (2.5605, -3.5923, 6.9652)
O (2.6252, -4.9579, 6.6359)
C (3.8103, -5.5737, 7.0609)
H (-1.5535, -1.9284, 2.8512)
H (-1.3970, -0.1633, 2.8570)
H (-0.9432, -1.0936, 4.3052)
H (1.8510, -2.4836, 2.2227)
H (0.3253, -3.1915, 2.7884)
H (1.6754, -1.3450, 4.7010)
H (2.6116, -2.7476, 4.3264)
H (-0.1738, -3.3066, 5.1099)
H (0.5221, -3.7208, 7.2625)
H (1.1142, -2.0380, 7.0059)
H (2.7315, -3.5118, 8.0528)
H (3.3641, -3.0225, 6.4799)
H (3.7658, -6.6085, 6.7339)
H (3.9304, -5.4907, 8.1509)
H (4.6953, -5.0932, 6.6183)
C (1.7817, 4.2788, -3.1120)
C (0.3869, 4.5390, -2.5704)
O (-0.4234, 3.4367, -2.8664)
O (1.7800, 3.7432, -4.4325)
H (2.2857, 3.6100, -2.4007)
H (2.4148, 5.1700, -3.0352)
H (0.0127, 5.4745, -3.0198)
H (0.4367, 4.6823, -1.4844)
H (-1.2784, 3.4682, -2.3854)
H (2.3966, 4.2568, -4.9573)

Partial charges, Löwdin, in e: Ag 0.765; Ag 0.686; C -0.098; C -0.411; O -0.187; H 0.057; H 0.067; H 0.072; H 0.122; H 0.098; C -0.106; C -0.463; O -0.395; H 0.064; H 0.033; H 0.064; H 0.064; H 0.093; C -0.067; C -0.393; O 0.028; H 0.051; H 0.049; H 0.074; H 0.089; H 0.131; B -0.470; H -0.060; H -0.028; H -0.028; H -0.077; B -0.500; H -0.030; H -0.067; H -0.060; H -0.044; C -0.105; O -0.198; C -0.225; C -0.196; N -0.065; C -0.179; C -0.234; O -0.182; C -0.081; H 0.093; H 0.085; H 0.086; H 0.113; H 0.121; H 0.120; H 0.120; H 0.101; H 0.116; H 0.119; H 0.118; H 0.128; H 0.090; H 0.076; H 0.048; C -0.110; O -0.199; C -0.208; C -0.213; N -0.073; C -0.217; C -0.255; O -0.187; C -0.125; H 0.092; H 0.083; H 0.080; H 0.124; H 0.111; H 0.126; H 0.111; H 0.108; H 0.121; H 0.117; H 0.119; H 0.117; H 0.086; H 0.084; H 0.087; C -0.240; C -0.258; O -0.163; O -0.100; H 0.107; H 0.118; H 0.114; H 0.122; H 0.041; H 0.089